Record 1
Density functional theory data (ωB97M-V/def2-TZVPD) for a cluster of 2 separate species, C5H16N2O in total at a distorted geometry.

The geometry in XYZ format:
```
24
Properties=species:S:1:pos:R:3:nbo_charge:R:1
C -0.3258 0.4790 2.1830 -0.63
C 0.7930 0.6342 1.1613 -0.05
N 0.6143 1.9140 0.4296 -0.88
C 0.7841 -0.5209 0.1109 -0.23
N -0.5209 -0.9483 -0.2721 -0.47
C -0.9755 -2.2420 0.1530 -0.40
C -0.8842 -0.6525 -1.6657 -0.42
H -0.2868 1.3303 2.8658 0.21
H -1.2934 0.3884 1.7160 0.22
H -0.2030 -0.4257 2.7864 0.21
H 1.7661 0.6635 1.6486 0.19
H -0.3752 2.1031 0.3174 0.37
H 1.0516 2.7033 0.8829 0.37
H 1.3278 -0.1061 -0.7378 0.20
H 1.3753 -1.3111 0.5848 0.18
H -0.8286 -2.3578 1.2244 0.20
H -0.5320 -3.1008 -0.3768 0.16
H -2.0576 -2.3181 0.0099 0.19
H -1.9077 -0.9652 -1.7830 0.20
H -0.5098 0.3448 -1.8925 0.24
H -0.2979 -1.3228 -2.3258 0.15
O 0.7931 1.8580 -2.5710 -0.98
H 0.7761 2.0018 -1.6079 0.50
H 1.7169 1.8508 -2.8416 0.47
```

The value obtained for the electronic energy is -384.82522 hartree. The highest occupied orbital energy comes out at -7.94 eV. As for the energy above the lowest of the compared OMol25 structures with the same formula, charge and spin: 20.6 kcal/mol. The value obtained for the LUMO energy is 0.95 eV. The HOMO-LUMO gap comes out at 0.32687 hartree. Its SMILES is C[C@H](N)CN(C)C.O.

Record 2
Density functional theory data (ωB97M-V/def2-TZVPD) for an isolated molecule of C4H8O at a distorted geometry.

The geometry in XYZ format:
```
13
Properties=species:S:1:pos:R:3:nbo_charge:R:1
C -1.5841 1.0546 0.2940 -0.25
O -0.4437 0.6259 0.9903 -0.51
C 0.4345 0.1674 0.0555 0.11
C 1.6055 -0.7107 0.2937 -0.48
C 0.4541 -1.2250 -0.5410 -0.46
H -2.0866 0.1834 -0.1438 0.17
H -1.3143 1.7469 -0.5234 0.16
H -2.2208 1.5589 1.0138 0.19
H 0.7365 0.9910 -0.6565 0.14
H 2.0929 0.0878 -0.2730 0.24
H 1.9978 -1.1832 1.2045 0.24
H 0.5983 -1.3760 -1.6080 0.21
H -0.2701 -1.9211 -0.1062 0.22
```

The value obtained for the electronic energy is -232.34307 hartree. The highest occupied orbital energy comes out at -9.37 eV. As for the energy above the lowest of the compared OMol25 structures with the same formula, charge and spin: 64.4 kcal/mol. The value obtained for the LUMO energy is 1.18 eV. The HOMO-LUMO gap comes out at 0.38783 hartree. Its SMILES is COC1CC1.

Record 3
Density functional theory data (ωB97M-V/def2-TZVPD) for a cluster of 2 separate species, C3H12N3O in total at a distorted geometry.

The geometry in XYZ format:
```
19
Properties=species:S:1:pos:R:3:nbo_charge:R:1
C -1.1753 -1.6507 0.6550 -0.44
C 0.3377 -0.6342 -1.0811 0.69
N 1.2184 -0.2378 -0.1227 -0.74
N -0.5919 -1.5071 -0.6775 -0.57
N 0.6614 -0.1974 -2.2939 -0.76
H 0.9730 -0.3709 0.8578 0.42
H 1.8210 0.5549 -0.2608 0.41
H -0.9742 -2.1628 -1.3534 0.43
H -0.1077 -0.2834 -2.9459 0.41
H 1.3703 0.4554 -2.5737 0.44
H -0.6571 -2.4644 1.1967 0.22
H -2.2371 -1.7554 0.6359 0.24
H -1.0360 -0.7443 1.2981 0.24
C 0.1140 2.1437 2.1084 -0.27
O -0.4316 1.4799 0.9488 -0.77
H -0.9403 2.1573 0.4875 0.49
H -0.2643 3.1807 2.0694 0.19
H -0.4293 1.7864 2.9862 0.19
H 1.1890 2.0901 2.1979 0.18
```

The value obtained for the electronic energy is -360.76719 hartree. The highest occupied orbital energy comes out at -14.17 eV. As for the energy above the lowest of the compared OMol25 structures with the same formula, charge and spin: 42.4 kcal/mol. Its total charge is +1. The value obtained for the LUMO energy is -2.90 eV. The HOMO-LUMO gap comes out at 0.41417 hartree.